[1]
Molecular formula: C28H84B2F14N12O25S6
Method: DFT, ωB97M-V/def2-TZVPD

Calculated values
orbital gap = 10.09 eV
HOMO level = -9.86 eV
max |F| = 4.4 eV Å⁻¹
total charge = 0
energy above the lowest of the compared OMol25 structures with the same formula, charge and spin = 0.0 kcal/mol
DFT total energy = -7492.45938 Eh

XYZ file:
```
171
Properties=species:S:1:pos:R:3:mulliken_charge:R:1
C -3.432 -0.506 2.365 -1.016
C -2.778 -1.806 2.926 0.389
C -3.587 -2.999 3.397 -1.066
O -2.647 -3.957 3.794 -0.108
C -3.159 -5.115 4.475 -0.949
N -1.764 -2.203 1.883 3.264
H -1.218 -3.025 2.171 -0.165
H -2.124 -2.389 0.994 -0.875
H -1.054 -1.477 1.805 -0.987
H -3.926 -0.078 3.255 0.555
H -4.121 -0.686 1.535 0.099
H -2.541 0.169 2.200 0.158
H -2.086 -1.599 3.742 0.381
H -4.205 -3.378 2.605 0.369
H -4.274 -2.618 4.196 0.425
H -3.859 -5.614 3.751 0.319
H -3.830 -4.941 5.346 0.317
H -2.322 -5.768 4.670 0.277
C -2.694 6.683 -1.145 -1.483
C -1.380 5.923 -1.401 -0.151
C -1.159 4.951 -0.286 -0.029
O -2.370 4.171 -0.114 -0.527
C -2.057 2.851 0.532 -0.333
N -1.547 5.149 -2.700 0.701
H -2.326 4.493 -2.608 0.277
H -1.677 5.888 -3.423 0.535
H -0.697 4.698 -2.977 -0.510
H -2.611 7.277 -0.286 0.473
H -3.435 5.983 -0.889 0.329
H -2.889 7.293 -2.050 0.417
H -0.578 6.592 -1.534 0.578
H -0.902 5.467 0.620 0.515
H -0.361 4.314 -0.572 -0.110
H -0.971 2.484 0.417 -0.207
H -2.776 2.132 0.171 0.236
H -2.180 2.943 1.597 0.488
C 2.084 3.358 5.357 -1.284
C 1.236 2.103 5.336 0.487
C -0.235 2.520 5.457 -0.778
O -1.145 1.461 5.119 -0.167
C -1.428 0.495 6.061 -0.319
N 1.495 1.399 4.097 1.406
H 0.650 0.775 3.890 0.000
H 1.547 2.024 3.323 0.102
H 2.276 0.729 4.272 -0.611
H 1.887 3.964 6.250 0.439
H 1.801 3.981 4.495 0.181
H 3.114 3.021 5.186 0.327
H 1.595 1.450 6.123 0.270
H -0.294 3.315 4.651 0.200
H -0.357 2.932 6.492 0.415
H -2.185 -0.089 5.534 -0.042
H -1.992 0.910 6.934 0.321
H -0.557 -0.187 6.278 0.226
C 5.801 -2.924 0.486 -1.646
C 4.501 -3.530 0.958 1.032
C 4.705 -4.557 2.023 -1.285
O 3.464 -5.153 2.259 -0.031
C 3.501 -5.912 3.434 -0.748
N 3.460 -2.563 1.467 1.984
H 3.028 -2.078 0.694 -0.941
H 2.710 -3.162 1.764 -0.013
H 3.784 -1.981 2.263 -0.009
H 5.793 -1.980 -0.078 0.071
H 6.328 -3.666 -0.124 0.487
H 6.501 -2.845 1.371 0.389
H 3.998 -4.002 0.168 0.265
H 5.018 -4.086 2.948 0.502
H 5.406 -5.291 1.561 0.488
H 2.505 -6.152 3.779 0.207
H 4.053 -5.326 4.247 0.265
H 4.088 -6.808 3.209 0.289
C 5.572 1.920 -0.134 -1.730
C 4.552 1.983 -1.300 0.862
C 4.665 0.786 -2.228 -1.126
O 4.150 -0.390 -1.516 0.258
C 4.032 -1.546 -2.355 0.114
N 3.191 1.946 -0.682 1.400
H 3.000 2.448 0.206 0.369
H 2.503 2.220 -1.333 -0.100
H 2.921 0.948 -0.596 -0.375
H 6.609 1.754 -0.593 0.411
H 5.423 1.171 0.607 0.318
H 5.545 2.876 0.390 0.433
H 4.674 2.972 -1.842 0.340
H 5.627 0.569 -2.538 0.767
H 4.091 0.980 -3.139 0.164
H 4.991 -2.036 -2.552 0.239
H 3.764 -1.157 -3.330 -0.461
H 3.349 -2.197 -1.888 -0.040
C -1.491 -2.030 -3.349 -1.201
C -0.075 -1.429 -3.339 1.849
C 0.486 -1.248 -4.748 -1.130
O 1.881 -1.061 -4.608 0.035
C 2.525 -0.813 -5.857 -0.899
N -0.116 -0.108 -2.563 3.191
H -0.519 -0.110 -1.623 -0.668
H 0.818 0.296 -2.494 -0.428
H -0.714 0.507 -3.104 -0.378
H -1.423 -3.051 -3.734 0.599
H -2.173 -1.302 -3.873 0.017
H -1.857 -2.138 -2.303 -0.170
H 0.498 -2.121 -2.721 -0.581
H -0.009 -0.373 -5.259 0.304
H 0.265 -2.177 -5.278 0.513
H 3.598 -0.954 -5.594 0.220
H 2.288 0.176 -6.263 0.265
H 2.252 -1.604 -6.567 0.363
C -5.305 -1.569 -4.514 -1.325
C -5.658 -0.460 -3.614 0.854
C -7.066 0.169 -3.557 -0.812
O -6.787 1.172 -2.542 -0.266
C -7.666 2.303 -2.491 -0.949
N -5.231 -0.717 -2.214 0.398
H -4.229 -1.111 -2.170 -0.697
H -5.252 0.129 -1.731 0.416
H -5.761 -1.484 -1.702 0.405
H -5.849 -1.632 -5.460 0.428
H -5.487 -2.470 -4.006 0.343
H -4.265 -1.567 -4.818 0.214
H -5.118 0.461 -3.904 0.040
H -7.851 -0.622 -3.294 0.331
H -7.198 0.653 -4.555 0.414
H -7.560 2.695 -1.514 0.293
H -8.691 2.092 -2.540 0.355
H -7.357 2.977 -3.251 0.332
N 0.592 -0.372 0.627 0.241
O -0.534 -0.022 0.217 -1.286
O 0.714 -0.761 1.784 -0.642
O 1.550 -0.309 -0.172 -0.391
N 1.345 3.800 1.473 1.381
O 0.493 4.192 2.252 -0.661
O 2.175 2.915 1.858 -1.142
O 1.362 4.206 0.307 -0.796
B -2.386 2.242 -4.291 0.211
F -2.474 2.392 -2.889 -0.476
F -3.321 1.129 -4.640 -0.298
F -2.587 3.400 -4.997 -0.269
F -1.037 1.730 -4.602 -0.384
B -4.205 -3.195 -0.626 -0.297
F -3.294 -2.062 -0.547 0.453
F -3.767 -4.125 0.235 -0.150
F -5.443 -2.682 -0.178 -0.397
F -4.246 -3.594 -1.988 -0.340
N 0.887 4.844 -3.981 -0.393
S 1.914 3.702 -3.905 0.973
O 1.330 2.726 -3.049 -0.752
O 3.260 4.114 -3.616 -0.728
F 1.896 3.139 -5.365 -0.283
S 0.551 5.898 -5.144 1.039
O -0.346 6.924 -4.595 -0.686
O 0.268 5.337 -6.396 -0.581
F 1.928 6.549 -5.422 -0.237
N 3.570 -0.261 5.203 -0.424
S 2.737 -1.590 5.291 0.908
O 3.186 -2.462 4.274 -0.451
O 1.393 -1.261 5.548 -0.460
F 3.362 -2.152 6.587 -0.285
S 5.043 -0.034 4.553 0.892
O 6.127 -0.653 5.229 -0.626
O 5.053 1.353 4.321 -0.570
F 4.910 -0.817 3.212 -0.287
N 0.646 -5.726 0.072 -0.571
S 0.618 -4.336 -0.674 0.985
O 1.937 -3.561 -0.623 -0.674
O -0.612 -3.543 -0.555 -0.239
F 0.572 -4.642 -2.213 -0.275
S 0.154 -5.647 1.581 1.050
O 0.534 -4.373 2.075 -0.804
O 0.438 -6.795 2.414 -0.664
F -1.451 -5.789 1.590 -0.199
```

***

[2]
Molecular formula: C28H84BaNO17
Method: DFT, ωB97M-V/def2-TZVPD

Calculated values
orbital gap = 7.46 eV
HOMO level = -11.09 eV
max |F| = 7.0 eV Å⁻¹
total charge = +1
DFT total energy = -2476.10098 Eh

XYZ file:
```
131
Properties=species:S:1:pos:R:3:mulliken_charge:R:1
Ba -10.420 16.393 -6.626 1.535
N -12.314 13.327 -5.471 -0.967
O -11.497 12.474 -5.522 0.317
O -12.111 14.379 -6.050 0.050
O -13.334 13.244 -4.768 0.364
C -14.266 9.592 -1.759 -1.794
C -13.857 10.130 -3.099 0.666
O -12.489 10.522 -3.086 0.325
H -13.840 10.282 -1.031 0.353
H -13.824 8.660 -1.405 0.382
H -15.326 9.479 -1.533 0.345
H -14.485 10.999 -3.294 -0.193
H -13.989 9.371 -3.871 0.450
H -12.465 11.249 -3.712 -0.535
C -14.557 17.212 -6.597 -0.388
C -13.454 17.953 -5.902 -0.225
O -12.366 17.979 -6.799 -0.420
H -14.125 16.258 -6.899 -0.165
H -14.986 17.712 -7.466 0.417
H -15.260 16.976 -5.798 0.266
H -13.168 17.458 -4.974 -0.051
H -13.734 18.961 -5.595 0.569
H -12.414 18.816 -7.268 0.147
C -9.569 13.568 -2.299 -0.370
C -8.638 12.309 -2.665 -0.441
O -9.012 11.549 -3.862 -0.484
H -9.605 14.428 -2.968 -0.293
H -9.232 13.953 -1.336 0.598
H -10.638 13.434 -2.132 0.159
H -8.513 11.620 -1.829 0.229
H -7.658 12.651 -3.000 0.233
H -9.954 11.401 -3.971 0.219
C -6.650 15.021 -4.519 -0.807
C -6.488 16.389 -5.242 -0.562
O -7.599 16.622 -5.881 -0.214
H -7.069 14.216 -5.123 -0.026
H -7.243 15.152 -3.614 0.196
H -5.698 14.548 -4.278 0.513
H -5.728 16.334 -6.022 0.298
H -6.226 17.198 -4.560 0.457
H -7.509 17.543 -6.134 0.211
C -13.563 13.569 -0.749 -0.513
C -14.332 14.703 -1.438 -0.292
O -13.718 14.986 -2.722 -0.338
H -12.493 13.762 -0.820 0.044
H -13.656 12.607 -1.253 -0.158
H -13.765 13.565 0.322 0.498
H -14.621 15.602 -0.894 0.380
H -15.304 14.320 -1.750 0.215
H -13.820 14.233 -3.308 0.165
C -7.203 12.325 -7.371 -1.376
C -8.351 13.118 -7.937 -0.280
O -9.071 13.973 -7.054 0.565
H -6.331 12.779 -6.901 0.369
H -6.679 11.642 -8.039 0.404
H -7.650 11.720 -6.583 0.167
H -8.980 12.490 -8.568 0.098
H -7.757 13.721 -8.623 0.398
H -9.566 13.385 -6.479 -0.328
C -10.097 18.199 -3.004 -1.385
C -10.751 16.911 -2.713 -0.024
O -11.009 16.150 -3.898 0.390
H -10.554 18.831 -3.765 0.278
H -9.102 18.057 -3.427 0.262
H -10.000 18.692 -2.037 0.395
H -11.644 17.275 -2.206 0.166
H -10.182 16.308 -2.005 0.307
H -11.706 15.518 -3.708 -0.296
C -15.308 16.300 -10.248 -1.217
C -16.004 15.523 -9.089 0.175
O -16.470 14.259 -9.539 -0.486
H -14.538 16.965 -9.857 0.198
H -16.051 16.721 -10.924 0.360
H -14.905 15.520 -10.894 0.362
H -16.820 16.198 -8.832 0.420
H -15.448 15.411 -8.158 -0.174
H -17.405 14.277 -9.752 0.298
C -11.697 13.493 -9.618 -0.842
C -10.865 14.712 -9.851 -0.080
O -11.489 15.762 -9.211 -0.271
H -12.501 13.313 -10.331 0.484
H -12.207 13.588 -8.659 -0.100
H -11.191 12.527 -9.614 0.330
H -10.743 14.853 -10.925 0.486
H -9.838 14.567 -9.515 -0.131
H -11.662 16.431 -9.878 0.207
C -9.407 7.831 -0.350 -1.355
C -10.626 8.106 -1.170 0.218
O -11.203 9.259 -0.672 -0.602
H -8.761 7.029 -0.710 0.381
H -9.600 7.581 0.693 0.333
H -8.763 8.707 -0.279 0.259
H -11.307 7.258 -1.243 0.280
H -10.269 8.407 -2.155 0.108
H -11.676 9.611 -1.430 0.191
C -17.374 9.556 -5.382 -0.498
C -17.625 9.165 -3.946 -0.401
O -18.071 10.279 -3.131 -0.561
H -16.875 10.523 -5.440 -0.057
H -18.287 9.653 -5.970 0.381
H -16.726 8.801 -5.827 0.313
H -16.753 8.677 -3.510 0.125
H -18.347 8.356 -4.058 0.396
H -17.326 10.882 -3.072 0.313
C -14.155 11.013 -7.369 -0.095
C -14.925 10.010 -8.300 -0.596
O -14.961 10.495 -9.622 -0.577
H -13.944 10.654 -6.362 -0.080
H -14.764 11.911 -7.268 0.164
H -13.277 11.384 -7.897 0.122
H -15.947 9.929 -7.931 0.232
H -14.520 8.999 -8.358 0.375
H -15.330 11.378 -9.542 0.302
C -11.111 8.734 -6.901 -1.190
C -10.183 9.936 -7.355 1.170
O -9.280 9.543 -8.374 -0.592
H -11.657 8.429 -7.793 0.410
H -11.795 8.992 -6.093 0.084
H -10.477 7.898 -6.604 0.405
H -9.575 10.366 -6.559 -0.222
H -10.752 10.750 -7.805 -0.378
H -9.642 8.890 -8.977 0.318
C -17.629 13.848 -6.644 -1.102
C -16.799 14.409 -5.524 0.926
O -16.345 13.377 -4.594 -0.546
H -17.055 13.306 -7.395 0.102
H -18.212 14.597 -7.181 0.375
H -18.322 13.163 -6.156 0.367
H -17.349 15.077 -4.861 0.451
H -15.977 15.006 -5.917 -0.792
H -15.387 13.345 -4.531 0.038
```

***

[3]
Molecular formula: C28H84Br4N7O7
Method: DFT, ωB97M-V/def2-TZVPD

Calculated values
orbital gap = 4.59 eV
HOMO level = -11.13 eV
max |F| = 2.6 eV Å⁻¹
total charge = +3
DFT total energy = -12322.25541 Eh

XYZ file:
```
130
Properties=species:S:1:pos:R:3:mulliken_charge:R:1
C 4.359 -0.798 6.147 -1.366
C 3.296 -1.596 5.453 0.140
C 2.242 -0.747 4.806 -0.872
O 2.826 0.253 4.032 -0.178
C 1.894 1.289 3.722 -0.199
N 3.910 -2.557 4.434 -0.179
H 4.283 -2.024 3.638 0.314
H 4.705 -3.057 4.846 0.374
H 3.130 -3.157 4.161 0.385
H 3.863 -0.170 6.881 0.385
H 4.967 -0.153 5.511 0.297
H 5.103 -1.453 6.611 0.460
H 2.762 -2.214 6.175 0.264
H 1.653 -0.255 5.593 0.429
H 1.481 -1.293 4.217 0.421
H 2.354 2.092 3.150 -0.283
H 1.482 1.770 4.612 0.348
H 1.119 0.837 3.093 0.250
C -3.577 -1.320 -5.800 -1.491
C -3.091 -2.714 -5.593 0.306
C -2.793 -3.043 -4.155 -0.527
O -2.370 -4.367 -4.076 -0.479
C -2.662 -5.001 -2.859 -0.759
N -4.052 -3.724 -6.130 -0.226
H -3.656 -4.653 -5.890 0.370
H -4.961 -3.734 -5.644 0.366
H -4.234 -3.639 -7.135 0.372
H -4.497 -1.141 -5.217 0.421
H -3.868 -1.063 -6.822 0.384
H -2.932 -0.511 -5.457 0.341
H -2.172 -2.820 -6.174 0.212
H -3.769 -2.900 -3.663 0.471
H -2.040 -2.344 -3.795 0.268
H -3.720 -5.039 -2.594 0.358
H -1.964 -4.670 -2.084 0.272
H -2.376 -6.050 -2.995 0.326
C 1.460 0.188 -0.537 -0.942
C 0.068 0.805 -0.746 0.349
C -1.089 -0.159 -0.764 -0.460
O -2.369 0.339 -1.077 0.141
C -2.430 0.804 -2.453 -0.482
N -0.171 1.916 0.217 0.541
H -0.384 1.620 1.193 -0.064
H 0.603 2.584 0.409 0.293
H -0.906 2.537 -0.165 -0.116
H 1.506 -0.779 -1.025 0.045
H 1.658 0.101 0.546 0.079
H 2.245 0.854 -0.889 0.211
H 0.295 1.361 -1.663 0.193
H -1.155 -0.562 0.262 0.213
H -0.884 -1.044 -1.382 0.094
H -1.483 1.111 -2.886 0.215
H -3.069 1.680 -2.462 0.293
H -2.719 -0.095 -3.016 -0.172
C -6.873 3.758 0.354 -1.400
C -5.567 3.022 0.341 0.202
C -4.374 3.897 0.171 -0.282
O -4.387 4.869 1.183 -0.375
C -3.235 5.661 1.279 -0.618
N -5.405 2.376 1.709 -0.030
H -6.007 1.561 1.797 0.328
H -4.405 2.130 1.839 -0.036
H -5.677 3.088 2.398 0.419
H -7.718 3.081 0.486 0.387
H -7.020 4.555 -0.372 0.398
H -6.926 4.411 1.244 0.366
H -5.586 2.228 -0.400 0.315
H -4.362 4.378 -0.810 0.556
H -3.455 3.302 0.316 -0.112
H -3.394 6.347 2.108 0.263
H -3.154 6.307 0.402 0.315
H -2.321 5.086 1.420 0.185
C 3.273 -2.762 -3.453 -1.422
C 4.375 -1.907 -4.044 0.685
C 5.279 -1.324 -2.981 -0.476
O 5.797 -0.080 -3.285 -0.404
C 4.890 0.925 -3.709 -0.447
N 5.148 -2.806 -5.048 -0.207
H 6.087 -3.013 -4.702 0.353
H 4.620 -3.683 -5.142 0.354
H 5.098 -2.431 -6.002 0.378
H 2.641 -2.231 -2.752 -0.095
H 3.574 -3.701 -2.967 0.431
H 2.666 -3.094 -4.303 0.536
H 3.963 -1.130 -4.679 -0.030
H 6.102 -1.943 -2.614 0.439
H 4.665 -1.220 -2.069 0.189
H 5.300 1.935 -3.711 0.306
H 4.048 1.023 -2.997 0.045
H 4.478 0.768 -4.712 0.307
C 5.198 2.150 1.085 -1.518
C 5.164 3.170 2.180 0.812
C 6.453 3.742 2.690 -1.131
O 7.312 3.967 1.621 -0.285
C 8.550 4.563 1.934 -0.768
N 4.284 4.345 1.694 -0.104
H 3.430 4.468 2.265 -0.054
H 4.771 5.249 1.745 0.346
H 3.985 4.233 0.720 0.362
H 5.516 2.627 0.149 0.532
H 4.206 1.802 0.785 0.309
H 5.878 1.341 1.328 0.427
H 4.532 2.892 3.025 0.044
H 6.897 3.046 3.420 0.443
H 6.287 4.706 3.199 0.530
H 9.134 3.900 2.586 0.318
H 8.414 5.498 2.499 0.320
H 9.111 4.812 1.043 0.255
C -4.414 -2.081 0.485 -1.518
C -4.598 -2.911 1.746 0.543
C -4.773 -4.411 1.626 -0.630
O -5.096 -4.962 2.858 -0.400
C -6.438 -4.766 3.276 -0.706
N -3.534 -2.474 2.701 0.052
H -3.728 -2.951 3.596 0.416
H -2.566 -2.733 2.483 0.365
H -3.525 -1.438 2.854 -0.035
H -3.490 -2.249 -0.067 0.248
H -4.596 -1.022 0.654 0.292
H -5.209 -2.330 -0.234 0.499
H -5.523 -2.498 2.162 0.159
H -3.810 -4.863 1.377 0.289
H -5.537 -4.524 0.851 0.411
H -6.683 -3.819 3.751 0.273
H -6.613 -5.573 3.992 0.295
H -7.124 -5.056 2.472 0.335
Br 0.842 4.782 2.320 -0.706
Br -2.399 0.654 3.051 -0.783
Br 0.746 -0.123 -4.378 -0.742
Br -1.058 4.158 -2.404 -0.722
```

***

Number 3 is which compound?
C28H84Br4N7O7

***

Which value of max |F| does entry 3 give?
2.6 eV Å⁻¹

***

Among the records above, which one has the highest total charge?
C28H84Br4N7O7

***

Among the records above, which one has the highest HOMO level?
C28H84B2F14N12O25S6